Entry 1:
C19H27GaN7O6 as an isolated structure in a non-equilibrium geometry, computed with wB97M-V/def2-TZVPD.

Last column: Mulliken charge in e.
CARTESIAN COORDINATES (ANGSTROEM)
O (-0.21, 0.44, -6.68)  -0.520
H (-0.70, 0.06, -7.42)  0.293
Ga (0.03, 0.01, -1.43)  0.802
N (0.11, 1.71, -0.46)  0.447
N (1.32, 0.99, -2.51)  0.816
N (-1.42, -0.90, -0.39)  -0.402
N (-0.32, -1.54, -2.56)  0.510
O (-0.53, 1.86, 0.66)  -0.753
O (-1.74, -0.58, 0.93)  -0.440
O (0.10, -1.79, -3.86)  -0.493
O (1.75, 0.49, -3.61)  -0.924
C (1.76, 2.18, -2.01)  0.529
C (1.12, 2.55, -0.80)  0.262
C (-1.56, -2.20, -0.71)  0.334
C (-0.94, -2.55, -1.94)  0.794
C (1.48, 3.66, 0.10)  -1.419
H (1.76, 3.30, 1.10)  0.241
H (0.62, 4.35, 0.19)  0.271
H (2.33, 4.20, -0.34)  0.381
C (2.87, 2.88, -2.69)  -1.497
H (2.59, 3.13, -3.72)  0.314
H (3.75, 2.22, -2.72)  0.298
H (3.12, 3.80, -2.14)  0.410
C (-2.18, -3.19, 0.20)  -1.783
C (-1.00, -3.94, -2.49)  -1.635
H (-2.81, -2.67, 0.93)  0.377
H (-1.44, -3.82, 0.74)  0.314
H (-2.79, -3.88, -0.41)  0.521
H (-0.22, -4.10, -3.25)  0.422
H (-1.99, -4.11, -2.95)  0.368
H (-0.89, -4.68, -1.68)  0.443
H (-1.40, 0.36, 1.01)  0.361
H (0.57, -0.96, -4.14)  0.460
C (-1.13, 0.91, -5.71)  -0.225
H (-0.54, 1.53, -5.05)  0.055
H (-1.47, 0.07, -5.11)  0.100
H (-1.97, 1.46, -6.15)  0.392
O (-2.01, 1.11, -1.90)  -0.654
H (-2.35, 0.43, -1.26)  0.484
H (-1.75, 1.80, -1.25)  0.459
N (-0.48, 1.40, 9.04)  -0.467
C (-0.36, 1.05, 7.93)  -0.053
C (-0.14, 0.62, 6.57)  0.488
C (-1.09, 0.84, 5.56)  -0.868
C (-0.84, 0.45, 4.24)  0.181
C (0.37, -0.19, 3.93)  -0.262
C (1.30, -0.45, 4.94)  -0.287
C (1.05, -0.03, 6.25)  -0.807
N (0.65, -0.62, 2.59)  0.872
C (0.81, -1.93, 2.14)  -0.341
C (1.09, -1.85, 0.81)  -0.874
N (1.13, -0.53, 0.42)  -0.020
C (1.01, 0.18, 1.53)  -0.456
H (-2.03, 1.31, 5.81)  0.446
H (-1.58, 0.62, 3.46)  0.402
H (2.22, -0.97, 4.69)  0.467
H (1.79, -0.22, 7.02)  0.447
H (0.67, -2.82, 2.75)  0.494
H (1.18, -2.63, 0.09)  0.676
H (1.32, 1.20, 1.68)  0.248

Calculated total energy   -95220.452 eV
Charge   +1
Gap between HOMO and LUMO (spin up / spin down)   4.81 / 4.95 eV
Spin multiplicity   1
Energy above the lowest of the compared OMol25 structures with the same formula, charge and spin   0.023 eV



Entry 2:
C19H27N2O2V as an isolated structure in a non-equilibrium geometry, computed with wB97M-V/def2-TZVPD.

Last column: Löwdin spin population.
CARTESIAN COORDINATES (ANGSTROEM)
V (-0.71, -0.44, 0.93)  1.254
C (-2.27, 2.25, 3.21)  -0.003
C (-1.47, 1.03, 2.96)  -0.007
C (-0.06, 1.08, 2.96)  0.015
C (0.70, -0.09, 2.94)  -0.003
C (0.09, -1.36, 2.87)  0.010
C (-1.31, -1.42, 2.82)  -0.006
C (-2.07, -0.24, 2.82)  -0.001
H (-3.27, 2.19, 2.80)  0.000
H (-1.77, 3.16, 2.87)  0.000
H (-2.38, 2.36, 4.30)  -0.002
H (0.44, 2.03, 3.13)  0.001
H (1.78, -0.04, 3.09)  -0.001
H (0.69, -2.26, 3.00)  0.001
H (-1.81, -2.39, 2.87)  0.000
H (-3.16, -0.32, 2.89)  0.001
C (-2.30, 2.38, -1.77)  0.001
C (-1.99, 1.06, -1.16)  0.007
O (-1.38, 1.06, -0.06)  -0.006
C (-2.36, -0.17, -1.85)  -0.028
C (-3.02, -0.20, -3.08)  -0.005
C (-3.32, -1.40, -3.72)  -0.058
C (-3.01, -2.62, -3.13)  0.013
C (-2.38, -2.65, -1.90)  -0.045
C (-2.02, -1.45, -1.27)  -0.007
O (-1.35, -1.38, -0.17)  -0.105
H (-1.92, 3.19, -1.14)  0.000
H (-3.38, 2.50, -1.87)  0.001
H (-1.87, 2.47, -2.77)  0.001
H (-3.31, 0.73, -3.56)  0.000
H (-3.79, -1.38, -4.69)  -0.002
H (-3.26, -3.55, -3.63)  0.001
H (-2.14, -3.58, -1.41)  -0.001
C (4.63, -0.19, 0.64)  0.000
C (3.51, -0.10, -0.37)  -0.001
C (3.48, -1.31, -1.30)  0.000
C (3.68, 1.21, -1.20)  0.000
N (2.25, 0.04, 0.37)  -0.001
N (1.05, -0.05, -0.33)  -0.025
H (5.60, -0.18, 0.14)  0.000
H (4.56, -1.13, 1.19)  0.000
H (4.62, 0.64, 1.34)  0.000
H (4.46, -1.43, -1.74)  0.000
H (2.78, -1.21, -2.13)  0.000
H (3.26, -2.22, -0.75)  0.000
H (4.66, 1.20, -1.67)  0.000
H (3.62, 2.09, -0.56)  0.000
H (2.92, 1.28, -1.99)  0.000
H (2.28, 0.88, 0.96)  0.000
H (1.15, -0.86, -0.96)  0.002
H (0.88, 0.78, -0.92)  0.000

Calculated total energy   -52875.117 eV
Charge   +3
Gap between HOMO and LUMO (spin up / spin down)   5.38 / 6.12 eV
Spin multiplicity   2
Energy above the lowest of the compared OMol25 structures with the same formula, charge and spin   1.582 eV